Here is a cluster of 8 separate species, C39H94O24S3 in total from OMol25. Energies are from the ωB97M-V functional and the def2-TZVPD basis.

Its total energy is -4541.8271 Eh. Its expectation value of S² is 0.756. For the energy relative to the best compared isomer or geometry (same formula, charge and spin), the calculation gives 21.6 kJ/mol. As for the total charge: +1. For the gap between HOMO and LUMO (spin up / spin down), the calculation gives 0.2790 / 0.0445 Ha. As for the spin multiplicity: 2.

Geometry as XYZ:
```
160
C39H94O24S3 the ωB97M-V functional and the def2-TZVPD basis
O -4.19828 -0.64678 5.84467
S -5.15761 -1.71386 5.65067
O -4.79969 -2.86257 4.77668
O -5.67707 -2.29522 7.12009
C -6.28956 -3.48702 7.24922
C -7.36235 -3.34962 8.36532
C -6.80292 -1.02585 5.12568
H -5.50920 -4.17758 7.56901
H -6.64016 -3.97270 6.33857
H -6.88459 -3.03072 9.29168
H -7.82804 -4.32876 8.47723
H -8.05505 -2.58236 8.01952
H -6.76054 -0.84549 4.05154
H -7.12464 -0.21088 5.77408
H -7.55616 -1.81134 5.18690
O 2.02162 -0.09515 6.97528
S 1.05981 -0.17104 8.09113
O 0.61764 1.09963 8.58644
O -0.21617 -1.13627 7.65977
C -1.42164 -0.93937 8.33063
C -1.93056 -2.30942 8.78710
C 1.72080 -1.14021 9.40600
H -2.08921 -0.52210 7.57676
H -1.43968 -0.17631 9.10878
H -3.01028 -2.34239 8.93270
H -1.41207 -2.70378 9.66103
H -1.85231 -3.00167 7.94878
H 0.88436 -1.60097 9.93153
H 2.26559 -0.52831 10.12495
H 2.33718 -1.91050 8.94251
O 3.28358 -4.33888 5.68904
S 4.30431 -3.30467 5.47108
O 5.27897 -3.57858 4.38432
O 3.60192 -1.84549 5.11165
C 4.27277 -1.03049 4.14534
C 3.55520 0.28875 4.01826
C 5.05838 -2.72417 7.05149
H 4.31745 -1.64421 3.24564
H 5.32045 -0.93295 4.42989
H 4.01453 0.95855 3.29129
H 3.36251 0.77494 4.97460
H 2.62283 -0.01374 3.54151
H 5.46702 -3.58287 7.58418
H 4.23943 -2.29814 7.63107
H 5.90193 -2.08692 6.78608
C -0.69152 1.75574 -1.62396
O -1.19222 1.00978 -0.45770
C -0.11842 0.55788 0.45331
C -0.68043 0.28293 1.86685
O -1.66696 -0.73298 1.93467
C -2.18320 -0.99168 3.29485
C -1.19922 -1.47400 4.35143
O -0.54933 -2.70225 3.98832
C -0.09022 -3.48285 5.05513
H 0.11641 1.20133 -2.10143
H -0.36706 2.72926 -1.25642
H -1.48745 1.95379 -2.34186
H 0.57654 1.39240 0.54664
H 0.41370 -0.32239 0.09264
H -1.00642 1.23840 2.27783
H 0.10169 -0.05843 2.54498
H -2.93635 -1.76854 3.16316
H -2.77672 -0.17296 3.70171
H -1.61760 -1.53013 5.35638
H -0.53505 -0.64398 4.59234
H -0.91718 -3.79831 5.69131
H 0.63495 -2.95312 5.67288
H 0.36412 -4.38358 4.64237
C 0.78052 1.39932 11.82041
O 0.91298 0.10714 12.30588
C -0.28236 -0.47818 12.95799
C 0.03252 -1.97754 13.11900
O -0.02459 -2.69081 11.84356
C 0.22131 -4.08143 12.09352
C 0.29004 -4.85377 10.79164
O 1.22972 -4.28278 9.89254
C 0.92336 -4.56647 8.54434
H -0.13073 1.57797 11.24961
H 1.64522 1.59436 11.18609
H 0.85951 2.06184 12.68234
H -1.21923 -0.55646 12.40640
H -0.33217 0.05589 13.90688
H -0.60795 -2.46396 13.85472
H 1.02425 -1.98478 13.57123
H -0.50143 -4.55269 12.75961
H 1.20560 -4.05179 12.56085
H -0.69797 -4.90286 10.33390
H 0.48376 -5.90513 11.00426
H 0.94580 -5.62236 8.27473
H 1.56798 -4.00827 7.86539
H -0.08226 -4.17887 8.38125
C -9.54948 5.79774 9.42487
O -9.93743 5.36289 8.14966
C -8.69366 5.02837 7.34219
C -8.51737 3.49765 7.24091
O -8.06963 2.98450 8.52128
C -6.68651 3.21835 8.88057
C -6.23503 2.46096 10.16547
O -6.37029 1.04785 10.07824
C -5.33681 0.48696 9.27127
H -9.11261 6.79558 9.38533
H -8.86243 5.17518 9.99801
H -10.49113 5.93734 9.95583
H -7.79926 5.51454 7.73180
H -8.84137 5.32259 6.30310
H -7.74615 3.28252 6.50130
H -9.48192 3.02654 7.05172
H -6.49575 4.29019 8.93407
H -6.00663 2.84977 8.11245
H -6.80143 2.78362 11.03907
H -5.25478 2.83165 10.46513
H -4.39276 1.03176 9.26385
H -5.78099 0.47709 8.27592
H -5.21968 -0.56218 9.54271
C 10.41370 5.70869 8.50903
O 9.51232 4.96425 7.67500
C 9.40632 3.66354 8.36622
C 8.42546 2.66568 7.63121
O 7.08290 3.18377 7.77565
C 6.14515 2.11104 7.62211
C 4.68798 2.56089 7.54375
O 4.44215 3.39739 8.70330
C 3.06326 3.71696 8.96134
H 10.43012 5.53592 9.58513
H 10.12648 6.76016 8.51206
H 11.41865 5.53100 8.12615
H 9.19199 3.70626 9.43409
H 10.37956 3.18239 8.26937
H 8.53606 1.67061 8.06215
H 8.61634 2.63166 6.55860
H 6.15938 1.40809 8.45502
H 6.41506 1.51028 6.75359
H 4.04016 1.68432 7.53634
H 4.70080 3.27114 6.71702
H 2.67911 4.57381 8.40786
H 2.97793 3.89773 10.03285
H 2.30256 2.95229 8.80416
C 3.93701 -2.99646 11.88878
O 4.37063 -3.72789 12.95172
C 4.70841 -3.12044 14.17077
C 5.64891 -4.02622 14.97026
O 6.81883 -4.23700 14.22907
C 7.75131 -5.04065 14.83914
C 8.86996 -5.32696 13.85706
O 8.28388 -6.05915 12.74184
C 9.21783 -6.41024 11.70241
H 4.64777 -2.24429 11.54651
H 3.01624 -2.46474 12.12871
H 3.80339 -3.62480 11.00819
H 3.83847 -2.72858 14.69779
H 5.22967 -2.19764 13.91619
H 5.14977 -4.97654 15.15964
H 5.93729 -3.51167 15.88687
H 7.37036 -5.98697 15.22314
H 8.29527 -4.43635 15.56510
H 9.65669 -5.88417 14.36565
H 9.22453 -4.36779 13.47972
H 9.75427 -7.33882 11.89756
H 10.00385 -5.65819 11.63399
H 8.69177 -6.44893 10.74854
```

Atomic partial charges in e from the Mulliken method, atoms 1 to 2: atom 1 (O): -0.495, atom 2 (S): 1.139